The following is a quantum chemistry calculation of a structure of composition C4H5CuO2 in a non-equilibrium geometry, from the OMol25 dataset.

```
12
Properties=species:S:1:pos:R:3:nbo_charge:R:1
C -1.546 -0.321 1.000 -0.084
C -0.462 0.667 0.648 -0.252
C 0.297 0.599 -0.402 0.185
C 1.214 0.419 -1.439 0.224
O 2.381 0.029 -1.235 -0.657
Cu 4.681 0.310 -1.977 0.973
H -2.329 -0.317 0.226 0.196
H -2.000 0.012 1.949 0.191
H -0.618 1.739 0.932 0.273
H 0.862 0.610 -2.467 0.172
O -0.947 -1.587 1.132 -0.708
H -1.533 -2.162 1.633 0.488
```

Computed properties:
multiplicity	2
energy above the lowest of the compared OMol25 structures with the same formula, charge and spin	0.0	kJ/mol
HOMO level (alpha / beta)	-0.4725 / -0.4961	Ha
orbital gap (alpha / beta)	6.66 / 7.27	eV
LUMO energy (alpha / beta)	-6.2 / -6.2	eV
M	148.63	Da
⟨S²⟩	0.764
total charge	+1
DFT total energy	-52951.9081	eV